No. 1
Molecular formula: C6H11InO4
Method: DFT, ωB97M-V with the def2-TZVPD basis set

XYZ file:
```
22
Properties=species:S:1:pos:R:3:forces:R:3
In 1.614 2.282 2.817 0.07 -0.82 0.11
C -1.219 4.706 -0.507 -0.84 0.29 -1.95
C 0.031 3.973 -0.823 -0.09 0.63 5.19
O 0.587 3.252 0.153 -0.79 0.48 -2.65
H -1.479 5.155 -1.473 -0.21 0.19 0.11
H -1.096 5.546 0.184 0.34 -0.27 0.40
H -2.105 4.118 -0.253 0.17 -0.16 0.39
H 0.826 4.610 -1.279 0.70 -0.41 -1.03
H -0.165 3.232 -1.654 0.58 -0.71 -0.75
C -1.174 -3.568 -0.260 -0.01 -1.43 0.48
C 0.123 -3.318 0.507 -1.04 0.69 -1.38
C 1.295 -2.884 -0.339 1.28 -1.11 -0.72
O 1.812 -1.703 0.328 -0.15 0.04 -0.27
C 0.927 -1.317 1.241 0.37 -1.20 -0.44
O 1.118 -0.402 2.014 -0.28 1.13 0.09
O -0.134 -2.107 1.235 0.02 0.96 1.57
H -1.564 -2.731 -0.834 0.45 0.22 0.05
H -1.946 -3.875 0.449 -0.02 0.17 0.06
H -1.070 -4.437 -0.914 0.16 0.12 -0.14
H 0.429 -4.116 1.184 -0.40 0.08 0.16
H 1.123 -2.761 -1.409 -0.52 0.90 0.19
H 2.067 -3.655 -0.365 0.22 0.21 0.51
```
Forces are in eV/Å.

The calculation puts the energy above the lowest of the compared OMol25 structures with the same formula, charge and spin at 0.884 eV. The LUMO energy comes out at -14.145 eV. The charge is +2. The multiplicity is 1. As for the HOMO energy: -16.804 eV.

Atom charges from the Löwdin analysis, given in e for atoms 1 to 2: In 1.195; C 0.006

---

No. 2
Molecular formula: C24H53N4O6P
Method: DFT, ωB97M-V with the def2-TZVPD basis set

XYZ file:
```
88
Properties=species:S:1:pos:R:3:forces:R:3
C -4.487 -5.806 -3.311 0.49 -0.60 -0.95
C -3.080 -5.693 -4.068 0.23 -0.19 0.78
C -2.294 -4.304 -3.745 -0.33 -1.45 -0.93
C -0.837 -4.719 -3.246 -0.20 0.12 -0.13
C 0.182 -3.503 -3.016 -0.31 -0.44 0.06
C -0.389 -2.059 -3.382 1.85 0.51 0.41
C 0.677 -0.987 -2.780 0.38 -0.97 0.16
C 0.260 -0.437 -1.335 0.76 0.53 -0.64
C 1.341 -0.719 -0.177 -0.65 0.34 -0.43
P 0.596 -1.473 1.388 0.77 -0.17 0.94
C -1.165 -0.850 1.696 -0.83 0.35 -0.67
C -1.436 -0.358 3.200 -0.30 1.46 -1.17
O -0.836 -1.197 4.227 -0.89 -2.31 -1.10
C -1.215 -2.543 4.087 -1.66 -0.68 -0.64
O -2.319 -2.949 3.699 2.93 1.60 0.94
H -5.111 -4.884 -3.527 0.65 -1.09 0.57
H -4.286 -5.987 -2.207 -0.47 0.56 -1.32
H -5.051 -6.725 -3.711 0.72 1.35 0.64
H -2.429 -6.548 -3.657 -0.92 1.15 -0.74
H -3.168 -5.864 -5.193 -0.04 0.32 1.51
H -2.912 -3.724 -2.991 0.98 -0.57 -0.77
H -2.271 -3.726 -4.736 0.15 -0.54 1.59
H -0.389 -5.457 -4.003 -0.68 1.12 0.95
H -0.977 -5.330 -2.286 0.23 0.92 -1.23
H 1.110 -3.686 -3.673 -1.41 0.33 1.19
H 0.500 -3.554 -1.912 -0.33 0.38 -1.56
H -0.332 -1.942 -4.512 -0.64 -0.19 1.36
H -1.403 -1.817 -2.939 1.08 -0.48 -0.83
H 1.659 -1.571 -2.639 -1.29 0.92 -0.35
H 0.916 -0.163 -3.527 -0.51 -0.87 1.04
H 0.190 0.706 -1.426 -0.36 -1.67 0.26
H -0.747 -0.887 -1.064 1.20 0.73 -0.25
H 2.186 -1.420 -0.505 -1.22 0.95 0.42
H 1.828 0.269 0.146 -0.62 -1.54 -0.47
H 0.433 -2.884 1.093 -0.28 0.90 -0.38
H -1.955 -1.622 1.390 1.17 1.11 0.49
H -1.311 0.056 1.006 0.02 -1.22 1.15
H -2.560 -0.224 3.312 1.43 -0.47 0.12
H -0.984 0.686 3.355 -0.47 -1.69 -0.17
H -0.405 -3.324 4.313 -0.72 1.58 0.14
C 5.991 -4.409 -2.851 -0.13 -0.47 0.19
N 4.725 -4.953 -3.294 -0.19 0.27 -0.26
C 3.813 -4.392 -4.133 -0.33 -0.44 0.00
C 4.115 -3.031 -4.700 -0.05 0.12 -0.06
O 2.783 -4.995 -4.405 0.20 0.10 -0.06
H 6.784 -5.098 -3.149 0.18 0.21 0.07
H 5.973 -4.339 -1.761 0.24 0.17 -0.03
H 6.187 -3.426 -3.273 -0.11 -0.10 0.01
H 4.450 -5.864 -2.956 0.03 0.09 -0.02
H 3.296 -2.721 -5.348 0.04 -0.15 0.11
H 4.213 -2.300 -3.894 0.15 0.03 -0.09
H 5.031 -3.065 -5.294 0.03 0.13 0.12
C -5.861 2.986 3.165 -0.03 -0.49 0.07
N -4.793 2.227 2.549 0.34 0.22 -0.20
C -3.748 2.688 1.811 0.13 -0.37 -0.15
C -3.646 4.170 1.577 0.06 -0.01 0.00
O -2.925 1.899 1.360 0.00 0.11 0.08
H -5.840 2.798 4.241 -0.18 0.22 0.01
H -6.812 2.631 2.761 -0.11 0.22 0.12
H -5.765 4.054 2.982 0.08 -0.13 -0.03
H -4.792 1.223 2.661 -0.05 0.09 -0.01
H -2.763 4.381 0.974 -0.09 -0.15 0.07
H -4.526 4.527 1.038 0.01 0.12 0.16
H -3.546 4.695 2.530 -0.18 0.20 -0.15
C -0.400 7.341 6.340 -0.24 0.46 -0.02
N -1.408 7.472 5.309 -0.03 -0.38 -0.25
C -1.801 6.549 4.390 -0.36 0.38 -0.20
C -1.128 5.202 4.408 -0.01 -0.12 -0.05
O -2.677 6.829 3.581 0.13 -0.19 0.10
H -0.876 7.510 7.308 0.25 -0.10 0.11
H 0.358 8.110 6.178 0.15 -0.15 0.19
H 0.071 6.361 6.333 -0.10 0.08 -0.07
H -1.905 8.348 5.232 0.06 -0.08 0.02
H -1.547 4.579 3.619 0.02 0.16 0.07
H -0.057 5.314 4.227 -0.01 -0.11 0.15
H -1.301 4.708 5.366 0.19 -0.01 -0.02
C 3.676 4.635 0.294 -0.40 -0.05 -0.34
N 3.585 3.393 -0.445 0.30 -0.24 0.13
C 4.398 2.304 -0.370 -0.29 -0.32 -0.41
C 5.555 2.348 0.591 0.13 -0.06 0.07
O 4.174 1.328 -1.073 0.11 0.08 0.13
H 2.748 4.770 0.854 0.14 0.21 0.13
H 3.781 5.453 -0.422 0.07 0.16 0.23
H 4.519 4.644 0.981 -0.06 -0.09 -0.10
H 2.833 3.286 -1.111 0.06 0.03 0.07
H 6.106 1.410 0.535 -0.17 0.08 -0.09
H 6.232 3.163 0.327 -0.04 0.03 0.18
H 5.191 2.475 1.613 0.12 0.13 -0.02
```
Forces are in eV/Å.

The LUMO energy comes out at 0.323 eV. Its SMILES is CCCCCCCCCPCCOC=O.CNC(C)=O.CNC(C)=O.CNC(C)=O.CNC(C)=O. The multiplicity is 1. As for the HOMO energy: -7.616 eV.

Atom charges from the Löwdin analysis, given in e for atoms 1 to 2: C -0.144; C -0.270

---

No. 3
Molecular formula: C18H39BF7N2O5S3
Method: DFT, ωB97M-V with the def2-TZVPD basis set

XYZ file:
```
75
Properties=species:S:1:pos:R:3:forces:R:3
C 3.308 0.057 -0.429 -0.11 -0.30 0.14
C 1.803 0.117 -0.175 -0.04 -0.36 0.34
C 1.431 -0.835 0.997 0.34 -0.16 -0.28
C 0.745 -2.145 0.574 -0.17 0.05 0.47
N 1.411 -3.292 1.191 -0.24 0.08 -0.19
C 0.852 -4.598 0.895 0.18 -0.04 -0.01
C 1.796 -5.341 -0.092 0.31 0.13 0.09
F 3.088 -5.050 0.179 -0.35 -0.07 -0.09
F 1.532 -4.943 -1.370 0.06 -0.01 0.21
C 1.668 -6.878 0.009 -0.23 -0.03 0.00
F 0.385 -7.210 -0.300 0.26 0.03 0.00
F 1.884 -7.229 1.297 -0.09 0.02 -0.24
C 2.640 -7.707 -0.892 -0.10 0.04 0.12
F 3.768 -7.932 -0.240 0.18 0.01 0.09
F 2.917 -7.065 -2.020 -0.03 0.08 -0.14
F 2.075 -8.869 -1.192 -0.06 -0.15 0.01
C -0.602 -4.648 0.349 -0.20 -0.30 0.10
N -1.348 -3.338 0.290 0.52 -0.28 0.31
C -0.732 -2.150 0.978 -0.10 0.24 -0.49
B -1.545 -0.831 0.505 -0.44 -0.05 0.04
O -1.408 -0.406 -0.797 0.08 0.34 0.44
O -2.435 -0.245 1.365 0.66 -0.21 0.00
C -1.993 0.904 2.121 -0.45 0.32 0.00
C -1.498 0.537 3.504 0.09 0.12 0.18
H 3.612 0.659 -1.284 0.00 -0.02 0.12
H 3.586 -0.991 -0.597 0.06 0.14 -0.11
H 3.840 0.392 0.464 0.03 0.15 -0.18
H 1.310 -0.207 -1.102 -0.09 0.11 0.10
H 1.487 1.129 0.080 0.16 0.02 -0.24
H 2.368 -1.123 1.485 -0.12 0.09 0.04
H 0.846 -0.312 1.762 -0.09 -0.07 -0.08
H 0.794 -2.256 -0.517 0.14 -0.01 0.08
H 1.455 -3.149 2.192 0.12 -0.01 -0.04
H 0.879 -5.179 1.819 0.02 0.02 -0.11
H -1.191 -5.329 0.965 0.03 0.19 0.01
H -0.635 -5.058 -0.659 0.06 0.12 0.10
H -2.305 -3.467 0.635 -0.13 0.03 -0.33
H -1.490 -3.090 -0.690 -0.06 0.07 0.03
H -0.838 -2.297 2.056 0.07 -0.07 -0.04
H -0.549 -0.031 -1.029 0.00 -0.27 -0.22
H -1.237 1.466 1.559 -0.02 -0.14 0.00
H -2.865 1.557 2.216 0.11 -0.05 -0.07
H -1.154 1.449 4.004 -0.05 -0.10 -0.05
H -2.298 0.113 4.114 0.05 -0.05 -0.12
H -0.654 -0.157 3.497 -0.08 0.01 -0.10
C 1.414 5.096 -0.794 -0.11 -0.04 0.04
S 2.321 3.665 -1.371 -0.01 0.10 -0.05
O 2.866 2.966 -0.170 -0.01 0.17 0.10
C 3.677 4.585 -2.096 0.07 0.01 -0.06
H 0.533 4.744 -0.260 0.02 -0.06 -0.01
H 2.045 5.681 -0.126 0.04 -0.01 -0.02
H 1.111 5.704 -1.644 0.02 0.05 0.01
H 4.148 5.195 -1.326 -0.02 -0.01 0.03
H 3.295 5.212 -2.902 -0.01 0.00 0.01
H 4.393 3.867 -2.492 -0.02 -0.02 0.01
C -5.800 -2.081 -1.761 0.03 0.02 -0.08
S -5.125 -2.495 -0.158 -0.28 0.13 0.00
O -3.764 -3.083 -0.431 -0.04 -0.05 0.10
C -6.201 -3.884 0.185 0.01 -0.08 -0.02
H -5.216 -1.256 -2.163 0.02 0.01 0.03
H -5.730 -2.946 -2.420 0.01 -0.02 0.03
H -6.836 -1.771 -1.636 0.00 0.01 0.01
H -6.107 -4.624 -0.609 0.02 0.02 -0.01
H -7.227 -3.524 0.258 0.00 0.01 0.01
H -5.899 -4.315 1.136 0.01 0.03 0.01
C 0.833 9.407 0.591 0.05 0.03 0.05
S 0.248 8.984 -1.053 -0.07 0.04 -0.01
O 1.261 8.068 -1.649 0.04 0.01 0.00
C 0.519 10.601 -1.780 0.02 0.07 -0.02
H 0.788 8.506 1.200 -0.01 -0.01 -0.02
H 1.861 9.763 0.530 0.00 -0.01 -0.03
H 0.184 10.171 1.019 -0.01 -0.01 0.00
H 1.569 10.873 -1.676 0.01 -0.03 0.01
H -0.120 11.331 -1.285 -0.01 -0.01 -0.01
H 0.255 10.537 -2.833 -0.01 -0.03 0.00
```
Forces are in eV/Å.

The LUMO energy comes out at -2.151 eV. The charge is +1. The multiplicity is 1. As for the HOMO energy: -10.614 eV.

Atom charges from the Löwdin analysis, given in e for atoms 1 to 2: C -0.103; C -0.246

---

No. 4
Molecular formula: C9H14
Method: DFT, ωB97M-V with the def2-TZVPD basis set

XYZ file:
```
23
Properties=species:S:1:pos:R:3:forces:R:3
C -1.449 1.086 3.049 -0.37 -0.10 -1.32
C -0.516 0.715 1.915 1.00 -0.85 0.23
C 0.567 -0.168 2.171 -0.13 0.20 1.68
C 1.596 -0.425 1.319 -0.15 1.24 -2.84
C 1.641 0.373 0.120 0.36 -0.49 1.36
C 0.575 1.166 -0.176 -1.69 1.05 -0.13
C -0.573 1.261 0.649 0.31 -0.87 0.53
H -1.870 0.234 3.577 0.34 -0.08 0.21
H -2.302 1.599 2.596 0.04 0.26 0.30
H -0.901 1.762 3.700 -0.22 0.00 0.31
H 0.692 -0.546 3.188 -0.48 -0.33 -0.16
H 2.327 -1.211 1.375 0.27 0.02 0.83
H 2.565 0.460 -0.434 -0.11 -0.37 -0.33
H 0.510 1.853 -1.012 0.54 -0.34 -0.38
H -1.528 1.664 0.335 0.34 0.70 -0.23
C -0.566 -0.636 -2.971 0.20 0.52 -0.20
C 0.218 -1.904 -2.610 -0.40 1.11 -0.11
H -0.686 -0.468 -4.038 -0.37 -0.52 -0.28
H -1.536 -0.575 -2.475 0.02 -0.06 -0.07
H -0.006 0.263 -2.702 0.04 -0.18 0.41
H 0.528 -1.761 -1.575 0.10 -0.55 0.05
H 1.090 -1.941 -3.249 0.35 -0.26 -0.01
H -0.376 -2.802 -2.753 0.04 -0.10 0.15
```
Forces are in eV/Å.

The calculation puts the energy above the lowest of the compared OMol25 structures with the same formula, charge and spin at 0.818 eV. The LUMO energy comes out at 1.042 eV. Its SMILES is Cc1ccccc1.CC. The multiplicity is 1. As for the HOMO energy: -8.981 eV.

Atom charges from the Löwdin analysis, given in e for atoms 1 to 2: C -0.050; C -0.278

---

No. 5
Molecular formula: Cl2HNS
Method: DFT, ωB97M-V with the def2-TZVPD basis set

XYZ file:
```
5
Properties=species:S:1:pos:R:3:forces:R:3
S -1.966 -0.189 -0.224 -0.43 -0.38 0.20
N -0.493 -0.475 -0.534 0.21 0.60 -0.51
Cl 0.365 -1.778 0.163 -0.15 -0.82 0.34
Cl 1.361 1.813 0.432 -0.68 -1.43 -0.19
H 0.732 0.629 0.163 1.06 2.03 0.15
```
Forces are in eV/Å.

The calculation puts the energy above the lowest of the compared OMol25 structures with the same formula, charge and spin at 1.369 eV. The LUMO energy comes out at -2.442 eV. Its SMILES is S=NCl.Cl. The multiplicity is 1. As for the HOMO energy: -9.793 eV.

Atom charges from the Löwdin analysis, given in e for atoms 1 to 2: S 0.681; N -1.104

---

No. 6
Molecular formula: CH5ClNP
Method: DFT, ωB97M-V with the def2-TZVPD basis set

XYZ file:
```
9
Properties=species:S:1:pos:R:3:forces:R:3
H 1.669 1.806 -0.675 0.18 -1.16 0.89
N 1.129 1.030 -0.230 0.16 2.76 -1.20
P 1.480 -0.457 -0.426 -0.96 -0.59 0.27
C -0.242 -1.061 -0.017 1.29 -0.57 3.12
H -0.706 -0.562 0.903 0.72 -0.09 -1.60
H -0.189 -2.108 0.309 -0.33 -0.07 -0.81
H -0.750 -0.849 -0.919 -1.02 -0.15 -0.83
Cl -1.520 2.842 0.161 -0.06 0.08 -0.09
H -0.462 2.147 -0.156 0.02 -0.22 0.24
```
Forces are in eV/Å.

The calculation puts the energy above the lowest of the compared OMol25 structures with the same formula, charge and spin at 1.886 eV. The LUMO energy comes out at -0.578 eV. Its SMILES is [H]/N=P/C.Cl. The multiplicity is 1. As for the HOMO energy: -9.442 eV.

Atom charges from the Löwdin analysis, given in e for atoms 1 to 2: H 0.007; N -0.395

---

No. 7
Molecular formula: C3H13N3
Method: DFT, ωB97M-V with the def2-TZVPD basis set

XYZ file:
```
19
Properties=species:S:1:pos:R:3:forces:R:3
C -2.410 1.190 -0.794 -0.32 0.04 -0.13
N -1.310 0.929 -1.693 1.32 0.72 0.43
C -0.427 2.085 -1.897 -0.99 -0.17 -0.29
H -2.750 0.232 -0.413 -0.53 0.03 0.02
H -2.096 1.775 0.075 0.49 -0.20 -0.07
H -3.229 1.802 -1.204 -0.07 -0.36 -0.20
H -1.518 0.590 -2.619 -0.74 -0.23 0.25
H -0.982 2.916 -2.364 0.20 0.12 0.02
H 0.332 1.748 -2.588 0.52 0.27 0.00
H -0.012 2.459 -0.961 0.16 -0.26 0.00
N 2.049 -0.552 0.860 -0.23 0.45 -0.12
C 1.006 -1.123 1.695 0.71 -0.83 0.09
N 1.079 -2.569 1.892 -0.89 0.40 0.09
H 2.963 -0.907 1.105 -0.01 -0.05 0.00
H 1.865 -0.754 -0.114 0.12 -0.01 -0.04
H 1.089 -0.710 2.698 -0.21 0.32 -0.01
H 0.046 -0.870 1.250 -0.04 0.12 0.09
H 1.112 -3.083 1.026 0.28 -0.17 0.09
H 1.760 -2.844 2.577 0.24 -0.18 -0.23
```
Forces are in eV/Å.

The calculation puts the energy above the lowest of the compared OMol25 structures with the same formula, charge and spin at 0.673 eV. The LUMO energy comes out at 1.120 eV. Its SMILES is CNC.NCN. The multiplicity is 1. As for the HOMO energy: -8.623 eV.

Atom charges from the Löwdin analysis, given in e for atoms 1 to 2: C -0.165; N -0.199